Here is a cluster of 5 separate species, C55H127NO2P3 in total at a distorted geometry from the Open Molecules 2025 dataset. Energies are from ωB97M-V/def2-TZVPD.

Element x y z (Å)
C  28.96  8.24  8.34
C  29.89  8.30  7.12
C  29.36  9.29  6.10
O  31.22  8.43  7.47
H  28.96  9.27  8.72
H  29.41  7.63  9.13
H  27.92  7.94  8.20
H  29.80  7.26  6.68
H  30.14  9.44  5.34
H  29.17  10.28  6.51
H  28.45  8.99  5.58
C  30.35  4.83  8.64
C  31.72  5.40  8.96
C  32.61  4.41  9.66
O  33.72  5.09  10.19
C  34.75  4.25  10.64
N  32.43  5.76  7.65
H  31.90  6.59  7.30
H  33.40  6.01  7.89
H  32.46  5.00  6.98
H  29.72  4.97  9.51
H  30.49  3.79  8.34
H  29.91  5.32  7.77
H  31.70  6.35  9.50
H  32.96  3.64  8.95
H  32.08  3.89  10.46
H  35.28  3.73  9.84
H  34.43  3.57  11.43
H  35.57  4.86  11.03
C  25.90  3.16  9.42
C  26.05  4.56  8.83
C  26.21  4.72  7.31
C  25.13  3.96  6.54
P  24.47  4.67  5.03
C  24.02  6.38  5.42
C  23.02  6.59  6.54
C  22.99  8.02  7.08
C  24.26  8.37  7.85
C  25.74  4.58  3.74
C  26.55  3.29  3.77
C  27.41  3.08  2.52
C  28.22  1.75  2.64
C  23.03  3.68  4.52
C  22.15  3.23  5.68
C  20.86  2.50  5.26
C  19.89  3.44  4.57
H  26.12  3.07  10.47
H  26.46  2.45  8.78
H  24.90  2.75  9.24
H  26.92  5.06  9.25
H  25.17  5.12  9.18
H  27.19  4.29  7.08
H  26.25  5.80  7.18
H  24.27  3.93  7.24
H  25.32  2.88  6.56
H  23.62  6.68  4.44
H  24.96  6.93  5.56
H  23.23  5.87  7.34
H  22.01  6.25  6.30
H  22.12  8.15  7.72
H  22.87  8.76  6.29
H  24.29  9.42  8.14
H  25.19  8.08  7.35
H  24.30  7.85  8.82
H  26.29  5.53  3.74
H  25.23  4.61  2.76
H  25.93  2.41  3.94
H  27.27  3.33  4.59
H  28.09  3.91  2.32
H  26.80  2.94  1.62
H  28.27  1.35  3.65
H  29.20  2.11  2.32
H  27.99  0.95  1.94
H  23.39  2.79  4.00
H  22.51  4.36  3.84
H  21.86  4.06  6.34
H  22.71  2.55  6.33
H  20.42  2.10  6.18
H  21.19  1.63  4.69
H  18.99  2.95  4.20
H  20.28  3.74  3.59
H  19.65  4.29  5.21
C  35.55  14.60  11.43
C  34.69  14.89  10.18
C  34.32  13.62  9.40
C  33.14  12.88  10.01
P  32.50  11.45  9.11
C  33.68  10.10  9.33
C  34.10  9.92  10.78
C  34.70  8.54  11.05
C  35.85  8.10  10.14
C  30.97  10.84  9.83
C  30.51  11.52  11.14
C  29.33  10.81  11.80
C  29.51  9.32  12.08
C  32.17  11.89  7.39
C  31.22  13.08  7.31
C  31.02  13.63  5.89
C  32.29  14.08  5.21
H  34.94  14.78  12.31
H  36.38  15.30  11.45
H  35.95  13.59  11.40
H  35.07  15.67  9.52
H  33.76  15.37  10.51
H  35.19  12.95  9.40
H  34.11  13.90  8.37
H  32.27  13.56  10.00
H  33.26  12.67  11.08
H  34.55  10.34  8.71
H  33.20  9.24  8.86
H  33.26  10.02  11.49
H  34.78  10.71  11.12
H  33.89  7.80  10.98
H  35.04  8.52  12.09
H  35.87  7.04  9.94
H  36.82  8.42  10.52
H  35.76  8.62  9.17
H  31.17  9.82  10.14
H  30.13  10.80  9.14
H  30.20  12.54  10.86
H  31.31  11.76  11.84
H  28.47  10.96  11.14
H  29.12  11.32  12.74
H  28.56  8.92  12.43
H  30.23  9.10  12.87
H  29.75  8.82  11.14
H  31.80  10.98  6.91
H  33.16  12.16  7.00
H  31.50  13.94  7.93
H  30.25  12.75  7.70
H  30.32  14.46  5.94
H  30.52  12.83  5.33
H  32.52  15.14  5.39
H  32.23  14.11  4.12
H  33.20  13.51  5.43
C  32.76  11.51  3.82
C  31.69  10.92  2.91
C  31.49  9.41  3.14
C  32.66  8.60  2.57
P  32.86  6.98  3.33
C  33.57  7.26  4.98
C  34.75  8.25  5.02
C  35.23  8.56  6.41
C  36.48  9.44  6.51
C  34.01  6.10  2.25
C  34.29  4.64  2.57
C  35.51  4.12  1.82
C  35.53  4.30  0.30
C  31.29  6.07  3.43
C  30.80  5.61  2.02
C  29.53  6.32  1.58
C  28.99  5.73  0.26
H  33.76  11.08  3.84
H  32.28  11.49  4.81
H  32.95  12.57  3.65
H  32.00  10.98  1.86
H  30.72  11.41  2.98
H  30.53  9.15  2.70
H  31.46  9.21  4.22
H  33.61  9.14  2.57
H  32.56  8.41  1.49
H  33.96  6.28  5.29
H  32.82  7.71  5.65
H  34.45  9.13  4.45
H  35.59  7.81  4.45
H  35.45  7.65  7.00
H  34.40  9.03  6.96
H  36.79  9.46  7.55
H  36.37  10.47  6.19
H  37.24  8.99  5.86
H  34.93  6.68  2.15
H  33.45  6.18  1.31
H  33.45  3.96  2.47
H  34.51  4.58  3.65
H  35.66  3.04  1.89
H  36.40  4.46  2.36
H  35.08  3.48  -0.26
H  36.57  4.39  0.00
H  35.04  5.20  -0.08
H  30.52  6.71  3.85
H  31.46  5.22  4.09
H  30.63  4.54  2.17
H  31.56  5.66  1.24
H  29.68  7.38  1.41
H  28.76  6.17  2.34
H  29.73  6.02  -0.49
H  27.97  6.03  0.06
H  29.07  4.64  0.22

Summary:
* Kohn-Sham gap: 0.28284 Eh
* charge: +3
* ΔE to the lowest compared entry with this formula, charge and spin: 7.7 kJ/mol
* E_HOMO: -13.8 eV

Here is a cluster of 10 separate species, C55H139N9O19 in total at a distorted geometry from the Open Molecules 2025 dataset. Energies are from ωB97M-V/def2-TZVPD.

Element x y z (Å)
C  1.48  4.09  4.84
O  1.99  3.42  3.68
C  3.35  3.05  3.91
C  3.76  2.08  2.84
N  5.09  1.50  3.05
C  5.58  0.65  1.96
C  4.85  -0.69  1.82
O  3.52  -0.66  1.28
C  3.49  -0.58  -0.15
H  1.38  3.41  5.66
H  0.51  4.43  4.42
H  2.23  4.85  5.13
H  3.44  2.57  4.92
H  3.93  3.99  3.97
H  3.63  2.52  1.83
H  3.13  1.19  2.84
H  5.73  2.28  3.14
H  6.61  0.44  2.28
H  5.61  1.19  0.98
H  4.64  -1.11  2.80
H  5.49  -1.33  1.28
H  3.86  0.34  -0.61
H  2.43  -0.66  -0.43
H  4.07  -1.42  -0.55
C  -2.83  -0.02  -7.71
O  -2.92  0.25  -6.34
C  -3.29  -0.85  -5.59
C  -2.89  -0.49  -4.20
N  -1.41  -0.59  -4.08
C  -0.90  0.00  -2.85
C  0.60  0.00  -2.77
O  1.05  0.64  -3.91
C  2.43  0.94  -3.88
H  -3.85  -0.21  -8.12
H  -2.30  -0.94  -7.86
H  -2.41  0.85  -8.24
H  -2.73  -1.72  -5.97
H  -4.35  -0.99  -5.69
H  -3.35  -1.15  -3.43
H  -3.21  0.50  -3.93
H  -0.97  -0.13  -4.86
H  -1.32  -0.54  -1.97
H  -1.28  1.04  -2.82
H  1.02  -1.04  -2.79
H  0.91  0.58  -1.90
H  3.00  -0.01  -3.94
H  2.77  1.41  -2.92
H  2.58  1.56  -4.76
C  1.34  0.16  4.92
O  0.94  -1.17  5.04
C  0.17  -1.41  6.24
C  -0.42  -2.77  6.08
N  -1.18  -2.88  4.87
C  -1.94  -4.14  4.83
C  -1.07  -5.36  4.89
O  -0.11  -5.31  3.88
C  0.54  -6.57  3.62
H  1.57  0.39  3.91
H  2.18  0.37  5.60
H  0.53  0.88  5.14
H  -0.65  -0.71  6.21
H  0.78  -1.28  7.11
H  -1.07  -2.94  6.94
H  0.43  -3.54  6.16
H  -0.56  -2.78  4.09
H  -2.45  -4.15  3.86
H  -2.64  -4.04  5.66
H  -1.73  -6.22  4.73
H  -0.60  -5.53  5.90
H  1.33  -6.28  2.87
H  -0.18  -7.21  3.05
H  0.97  -7.10  4.48
C  -4.12  -7.89  4.72
O  -3.42  -7.38  3.59
C  -3.85  -8.00  2.37
C  -2.96  -7.35  1.22
N  -2.94  -5.91  1.14
C  -4.21  -5.27  1.04
C  -4.47  -5.05  -0.47
O  -5.78  -4.68  -0.70
C  -6.10  -4.29  -2.02
H  -5.21  -7.70  4.51
H  -3.88  -7.23  5.58
H  -3.87  -8.95  4.92
H  -4.92  -7.75  2.20
H  -3.71  -9.08  2.39
H  -3.36  -7.78  0.28
H  -1.95  -7.81  1.25
H  -2.34  -5.52  1.85
H  -4.15  -4.32  1.57
H  -5.06  -5.82  1.42
H  -4.26  -5.98  -1.05
H  -3.68  -4.33  -0.79
H  -6.19  -5.00  -2.85
H  -5.36  -3.53  -2.29
H  -6.97  -3.68  -1.94
C  0.56  3.97  -5.60
O  1.21  4.29  -4.40
C  1.94  5.49  -4.41
C  3.36  5.24  -4.91
N  4.17  4.41  -4.00
C  4.66  5.09  -2.82
C  5.31  4.14  -1.82
O  4.49  3.03  -1.47
C  3.27  3.44  -0.89
H  -0.43  4.50  -5.63
H  0.41  2.91  -5.61
H  1.13  4.24  -6.49
H  1.94  5.75  -3.35
H  1.36  6.17  -5.01
H  3.90  6.18  -5.12
H  3.31  4.64  -5.81
H  3.70  3.58  -3.73
H  3.78  5.56  -2.33
H  5.26  5.94  -3.11
H  5.55  4.80  -0.96
H  6.24  3.71  -2.14
H  2.73  2.48  -0.71
H  2.73  4.08  -1.64
H  3.40  4.04  0.01
C  -0.98  -3.08  -0.85
O  -0.28  -2.14  -0.14
C  -0.68  -2.20  1.23
C  0.07  -1.03  1.91
N  -0.40  0.27  1.36
C  0.44  1.39  1.70
C  0.02  2.57  0.86
O  0.26  2.15  -0.48
C  -0.12  3.11  -1.44
H  -0.64  -4.07  -0.54
H  -0.85  -2.95  -1.94
H  -2.03  -3.10  -0.59
H  -0.42  -3.18  1.65
H  -1.80  -2.18  1.25
H  1.16  -1.18  1.81
H  -0.12  -1.08  2.99
H  -0.30  0.24  0.35
H  1.48  1.19  1.53
H  0.47  1.66  2.77
H  0.58  3.50  1.14
H  -1.08  2.73  0.97
H  0.06  2.71  -2.44
H  0.50  4.03  -1.28
H  -1.16  3.39  -1.33
C  0.05  -5.80  -4.03
O  0.28  -6.11  -2.66
C  1.68  -6.24  -2.46
C  1.91  -6.75  -1.00
N  1.36  -5.89  0.10
C  1.86  -4.55  0.18
C  3.33  -4.48  0.46
O  4.04  -4.48  -0.77
C  5.44  -4.49  -0.65
H  0.35  -6.64  -4.66
H  0.65  -4.96  -4.28
H  -1.01  -5.61  -4.23
H  2.23  -5.32  -2.67
H  2.09  -6.97  -3.15
H  2.96  -6.91  -0.85
H  1.42  -7.72  -0.93
H  0.37  -5.78  -0.23
H  1.34  -4.16  1.08
H  1.63  -3.82  -0.62
H  3.56  -5.27  1.17
H  3.59  -3.55  0.97
H  5.86  -5.41  -0.15
H  5.77  -3.62  -0.02
H  5.89  -4.37  -1.62
C  -2.68  6.07  0.70
O  -1.30  6.00  0.79
C  -0.52  7.14  1.11
C  0.85  6.96  0.45
N  1.80  8.07  0.65
C  2.66  7.95  1.80
C  3.77  6.93  1.79
O  4.37  6.72  0.52
C  5.33  7.73  0.27
H  -2.93  6.78  -0.09
H  -3.08  6.42  1.64
H  -2.95  5.02  0.53
H  -0.57  7.31  2.21
H  -0.86  8.10  0.71
H  0.68  6.80  -0.57
H  1.33  6.05  0.75
H  2.35  8.25  -0.21
H  2.00  7.67  2.63
H  3.05  8.95  2.03
H  3.46  5.96  2.17
H  4.46  7.18  2.54
H  5.34  7.85  -0.80
H  6.35  7.50  0.62
H  5.04  8.71  0.71
C  -3.45  4.03  -4.84
O  -4.26  3.41  -3.92
C  -3.85  3.47  -2.58
C  -4.88  2.72  -1.75
N  -4.48  2.53  -0.32
C  -3.50  1.42  -0.12
C  -4.03  0.06  -0.50
O  -5.17  -0.18  0.36
C  -5.69  -1.45  0.09
H  -2.44  3.60  -4.83
H  -3.34  5.11  -4.63
H  -3.95  3.88  -5.82
H  -3.71  4.48  -2.27
H  -2.89  2.96  -2.41
H  -5.00  1.78  -2.24
H  -5.84  3.20  -1.85
H  -5.31  2.41  0.27
H  -3.24  1.35  0.98
H  -2.59  1.64  -0.70
H  -3.38  -0.78  -0.41
H  -4.35  -0.02  -1.50
H  -6.39  -1.69  0.90
H  -4.93  -2.22  0.11
H  -6.22  -1.49  -0.87
C  -3.19  0.10  3.49
O  -2.20  1.07  3.29
H  -2.93  -0.65  4.25
H  -4.10  0.61  3.77
H  -3.37  -0.53  2.61
H  -1.62  0.76  2.57

Summary:
* Kohn-Sham gap: 0.33241 Eh
* ΔE to the lowest compared entry with this formula, charge and spin: 0.0 kJ/mol
* E_HOMO: -8.4 eV

Number 1: DFT total energy -3400.2333 Eh. Number 2: DFT total energy -4100.8223 Eh.